1.
Below is a 2-piece molecular cluster, C4H8O2 overall, with properties calculated with ωB97M-V/def2-TZVPD.

Calculated values
energy above the lowest of the compared OMol25 structures with the same formula, charge and spin	46.0	kcal per mole
SMILES string	CCC=O.C=O
LUMO energy	0.73	eV

Atoms and positions in Å:
C -1.087 1.894 0.680
C 0.269 0.313 -0.563
C -1.033 0.442 0.178
O 1.324 0.134 0.008
C 1.622 -2.501 -0.394
O 2.161 -2.826 -1.420
H -2.074 2.152 1.074
H -0.336 2.040 1.462
H -0.852 2.598 -0.128
H 0.228 0.480 -1.661
H -1.046 -0.262 1.019
H 0.513 -2.480 -0.283
H -1.876 0.213 -0.481
H 2.187 -2.197 0.508

=====

2.
Below is C3H5NO2 as an isolated structure, with properties calculated with ωB97M-V/def2-TZVPD.

Calculated values
energy above the lowest of the compared OMol25 structures with the same formula, charge and spin	120.0	kcal per mole
LUMO energy	0.48	eV

Atoms and positions in Å:
N -0.561 0.293 1.530
C -0.216 -0.099 0.217
C -0.594 0.583 -1.093
O 0.730 0.179 -1.643
C 0.997 -0.363 -0.450
O 1.839 -1.278 -0.145
H 0.167 0.800 2.016
H -0.903 -0.456 2.112
H 0.587 -1.470 0.231
H -1.372 0.139 -1.718
H -0.674 1.673 -1.058

=====

3.
Below is C5H12N2O as an isolated structure at a distorted geometry, with properties calculated with ωB97M-V/def2-TZVPD.

Calculated values
energy above the lowest of the compared OMol25 structures with the same formula, charge and spin	149.5	kcal per mole
LUMO energy (spin up / spin down)	0.53 / 0.53	eV

Atoms and positions in Å:
C -1.218 -1.037 0.761
C -0.823 -0.162 -0.411
N -0.381 2.222 0.949
C -1.815 0.296 -1.234
O 0.278 1.114 0.357
H -0.307 2.987 0.282
H 0.181 2.455 1.766
H -0.453 -1.034 1.541
H -2.150 -0.685 1.204
H -1.338 -2.076 0.439
H -1.591 0.872 -2.124
H -2.857 0.092 -1.023
N 2.257 -0.919 0.629
C 1.690 -0.137 -0.332
C 0.555 -0.637 -1.126
H 1.688 -1.647 1.039
H 2.888 -0.481 1.282
H 2.298 0.683 -0.688
H 0.568 -0.178 -2.113
H 0.531 -1.726 -1.200

=====

4.
Below is a 2-piece molecular cluster, C4H12 overall at a distorted geometry, with properties calculated with ωB97M-V/def2-TZVPD.

Calculated values
energy above the lowest of the compared OMol25 structures with the same formula, charge and spin	3.5	kcal per mole
SMILES string	CC.CC
LUMO energy	1.17	eV

Atoms and positions in Å:
C -1.595 -1.046 1.331
C -0.993 0.174 2.043
H -2.664 -1.104 1.542
H -1.497 -0.915 0.253
H -1.143 -1.994 1.627
H 0.025 0.345 1.719
H -0.956 -0.032 3.117
H -1.702 0.991 1.957
C 1.807 0.291 -2.253
C 0.824 0.639 -1.135
H 1.716 0.955 -3.125
H 2.843 0.323 -1.921
H 1.539 -0.691 -2.666
H 1.042 -0.020 -0.290
H -0.205 0.424 -1.413
H 0.957 1.659 -0.787

=====

5.
Below is a 3-piece molecular cluster, C5H11NO2 overall at a distorted geometry, with properties calculated with ωB97M-V/def2-TZVPD.

Calculated values
energy above the lowest of the compared OMol25 structures with the same formula, charge and spin	164.0	kcal per mole
LUMO energy	-4.80	eV

Atoms and positions in Å:
O 3.042 0.486 0.077
C 3.430 -0.710 0.297
N 4.670 -1.169 0.107
C -2.883 0.214 1.490
C -2.207 0.562 0.226
C -2.895 0.323 -0.976
C -4.165 -0.238 -1.191
H 4.735 -2.181 0.336
H 2.695 -1.407 0.703
H -2.435 0.813 2.330
H -3.956 0.515 1.375
H -1.194 0.926 0.217
H -2.899 -0.878 1.698
H -2.386 0.529 -1.940
H -4.849 -0.557 -0.354
H -4.565 -0.314 -2.173
H 4.651 1.386 -0.688
H 5.669 0.370 -0.643
O 5.542 1.333 -0.893

=====

6.
Below is C25H47ClN2O6P2Re as an isolated structure at a distorted geometry, with properties calculated with ωB97M-V/def2-TZVPD.

Calculated values
2S+1	4
LUMO energy (spin up / spin down)	-1.23 / -1.25	eV

Atoms and positions in Å:
Re -0.528 0.495 -0.055
P -1.303 2.518 -0.029
C -3.099 2.974 -0.373
C -0.918 3.304 1.638
C -0.469 3.629 -1.306
C -4.066 1.807 -0.156
H -3.067 3.197 -1.457
C -3.589 4.212 0.389
H -3.780 3.981 1.442
H -4.542 4.512 -0.070
H -2.909 5.068 0.331
H -3.873 0.983 -0.857
H -5.091 2.168 -0.324
H -4.003 1.406 0.867
H -0.885 3.206 -2.238
C 1.053 3.498 -1.365
C -0.867 5.100 -1.186
H -1.929 5.261 -1.397
H -0.288 5.661 -1.932
H -0.613 5.500 -0.195
H 1.392 2.458 -1.453
H 1.534 3.957 -0.491
H 1.396 4.027 -2.267
C -1.792 2.688 2.739
H -1.167 4.368 1.511
C 0.576 3.165 1.970
H -2.866 2.778 2.551
H -1.554 3.207 3.679
H -1.555 1.621 2.870
H 1.034 2.253 1.548
H 0.710 3.093 3.059
H 1.149 4.026 1.599
Cl -0.884 -0.513 2.055
H -2.075 0.016 -0.301
H -0.431 0.947 -1.621
P -0.830 -2.374 -1.421
C -0.368 -2.282 -3.223
C 0.151 -3.726 -0.588
C -2.623 -2.857 -1.413
C 0.584 -1.112 -3.516
H -1.338 -2.056 -3.709
C 0.184 -3.606 -3.753
H 1.167 -3.823 -3.308
H 0.307 -3.513 -4.843
H -0.488 -4.451 -3.551
H 0.073 -0.151 -3.371
H 0.918 -1.174 -4.563
H 1.474 -1.106 -2.863
H -3.056 -2.073 -2.062
C -3.274 -2.726 -0.026
C -2.818 -4.239 -2.047
H -2.584 -4.225 -3.120
H -3.868 -4.543 -1.922
H -2.180 -4.989 -1.552
H -2.824 -1.909 0.558
H -3.203 -3.662 0.543
H -4.342 -2.496 -0.160
C 1.644 -3.368 -0.530
H 0.015 -4.626 -1.217
C -0.369 -3.987 0.832
H 2.060 -3.022 -1.487
H 2.206 -4.261 -0.210
H 1.835 -2.581 0.217
H -0.430 -3.048 1.405
H 0.342 -4.651 1.346
H -1.355 -4.471 0.838
O 3.033 -0.487 -1.342
C 2.567 -0.090 -0.278
O 1.414 0.528 -0.152
C 3.325 -0.290 1.012
C 2.750 0.018 2.254
C 3.494 -0.147 3.440
C 4.751 -0.744 3.409
C 5.295 -1.109 2.173
C 4.613 -0.843 0.965
N 6.527 -1.855 2.139
O 7.079 -2.142 3.223
O 6.987 -2.192 1.029
N 2.939 0.366 4.670
O 1.849 0.977 4.629
O 3.581 0.184 5.727
H 1.735 0.377 2.304
H 5.296 -0.926 4.335
H 5.057 -1.090 0.003

=====

7.
Below is one molecule with the formula C6H12N6 at a distorted geometry, with properties calculated with ωB97M-V/def2-TZVPD.

Calculated values
energy above the lowest of the compared OMol25 structures with the same formula, charge and spin	0.4	kcal per mole
SMILES string	CNc1nc(NC)nc(NC)n1
LUMO energy	0.95	eV

Atoms and positions in Å:
C -1.909 -0.563 -2.665
C -0.199 -0.319 -0.868
C 1.335 -0.597 0.746
C 3.129 -2.265 1.129
C -0.348 1.014 0.784
C -2.058 2.712 0.890
H -2.727 -0.447 -1.957
H -2.194 -1.368 -3.346
H -1.889 0.398 -3.239
H -0.196 -1.746 -2.328
H 2.706 -0.392 2.254
H 4.180 -2.261 1.426
H 3.121 -2.374 0.065
H 2.758 -3.222 1.495
H -0.155 2.584 1.908
H -2.595 1.877 0.531
H -2.611 3.258 1.610
H -1.821 3.452 0.101
N -0.697 -0.920 -2.012
N 0.958 -0.917 -0.533
N 2.310 -1.080 1.511
N 0.578 0.315 1.464
N -0.888 2.053 1.493
N -0.788 0.809 -0.457

=====

8.
Below is a 2-piece molecular cluster, C14H16O overall at a distorted geometry, with properties calculated with ωB97M-V/def2-TZVPD.

Calculated values
energy above the lowest of the compared OMol25 structures with the same formula, charge and spin	89.0	kcal per mole
SMILES string	Cc1ccc(O)cc1.Cc1ccccc1
LUMO energy	0.85	eV

Atoms and positions in Å:
C -1.013 1.138 2.472
C 2.630 -0.127 3.213
C 1.162 -0.073 3.189
C 3.229 0.762 2.423
C 0.494 0.953 2.529
C 2.570 1.754 1.765
C 1.223 1.818 1.690
H 3.174 -1.013 3.755
H 0.596 -0.920 3.678
H 4.338 0.643 2.278
H 3.139 2.381 1.188
H -1.364 0.657 1.604
H -1.141 2.240 2.478
H 0.628 2.685 1.206
H -1.448 0.518 3.324
C -3.230 -2.292 -3.189
C -0.977 -0.880 -0.712
C -2.060 -1.436 -1.169
C -0.171 -0.101 -1.632
C -2.251 -1.368 -2.657
C -0.444 0.241 -2.926
C -1.520 -0.475 -3.539
O 1.100 0.443 -1.171
H -0.692 -0.878 0.253
H -2.788 -1.904 -0.577
H 1.346 -0.072 -0.273
H -0.029 1.075 -3.274
H -4.181 -2.081 -2.828
H -3.392 -3.467 -3.212
H -1.478 -0.696 -4.625
H -3.352 -2.184 -4.347

=====

9.
Below is C52H45Br4N4O6Sb2V as an isolated structure at a distorted geometry, with properties calculated with ωB97M-V/def2-TZVPD.

Calculated values
total charge	-1
energy above the lowest of the compared OMol25 structures with the same formula, charge and spin	178.1	kcal per mole
2S+1	4
LUMO energy (spin up / spin down)	1.90 / 0.30	eV

Atoms and positions in Å:
V 1.484 0.902 1.049
C 2.059 -0.360 -2.651
C 1.651 0.698 -3.682
C 0.872 1.866 -3.083
Sb -0.839 1.504 -1.588
C -2.559 0.260 -0.755
C -3.145 0.677 0.434
C -4.270 0.030 0.945
C -4.822 -1.040 0.256
C -4.246 -1.459 -0.939
C -3.121 -0.811 -1.438
C -2.292 2.061 -3.105
C -3.448 2.733 -2.691
C -4.401 3.144 -3.615
C -4.218 2.880 -4.969
C -3.082 2.203 -5.394
C -2.122 1.803 -4.467
Sb 0.176 -1.232 -2.191
C 0.084 -2.410 -3.972
C -0.873 -2.156 -4.955
C -0.893 -2.904 -6.129
C 0.042 -3.914 -6.322
C 1.000 -4.172 -5.344
C 1.023 -3.421 -4.176
C 0.103 -2.746 -0.745
C 0.451 -2.315 0.665
C -0.847 -3.288 2.782
C -1.220 -4.799 1.241
C -0.877 -4.981 -0.203
C -0.424 -3.998 -1.067
H 2.491 0.074 -1.746
H 2.728 -1.113 -3.062
H 1.073 0.229 -4.489
H 2.553 1.104 -4.152
H 0.385 2.487 -3.833
H 1.522 2.490 -2.475
H -2.749 1.530 0.961
H -4.711 0.375 1.875
H -5.699 -1.547 0.645
H -4.668 -2.297 -1.487
H -2.720 -1.128 -2.397
H -3.607 2.930 -1.634
H -5.290 3.668 -3.280
H -4.958 3.206 -5.692
H -2.940 1.990 -6.449
H -1.235 1.277 -4.814
H -1.611 -1.372 -4.809
H -1.637 -2.699 -6.891
H 0.027 -4.501 -7.233
H 1.731 -4.961 -5.493
H 1.773 -3.624 -3.414
H 1.510 -0.820 1.730
H -1.000 -2.947 3.798
H -1.864 -5.620 1.558
H -1.135 -5.938 -0.649
H -0.463 -4.248 -2.123
Br 8.350 2.237 0.577
C 6.591 1.980 1.232
C 6.272 2.289 2.547
Br 7.596 2.917 3.746
C 4.942 2.130 2.989
Br 4.398 2.568 4.749
C 3.948 1.672 2.146
O 2.663 1.587 2.465
C 4.297 1.235 0.835
O 3.347 0.634 0.157
C 5.591 1.464 0.381
Br 5.920 1.063 -1.444
C 5.512 -2.432 -0.110
C 5.325 -2.968 1.152
C 4.039 -3.260 1.570
C 2.972 -3.014 0.710
N 3.151 -2.499 -0.509
C 4.393 -2.215 -0.896
C 1.570 -3.279 1.146
C 1.282 -4.324 1.911
C -0.114 -4.568 2.378
C -1.828 -3.458 1.632
C -0.794 -2.373 1.610
C 0.943 -0.877 0.770
H 6.494 -2.156 -0.473
H 6.167 -3.133 1.813
H 3.851 -3.630 2.570
H 4.503 -1.769 -1.880
H 2.060 -5.029 2.189
H -0.156 -5.351 3.129
H -2.883 -3.233 1.595
H -1.220 -1.397 1.781
O 1.592 3.193 -0.603
N 1.413 2.237 0.082
C -4.047 4.550 3.567
C -2.893 4.062 2.678
C -1.741 3.217 3.272
C -0.678 4.105 3.999
C -1.162 4.819 5.263
C -2.155 2.128 4.244
O -3.157 2.127 4.937
N -1.221 1.137 4.377
C -0.211 0.803 3.462
O 0.496 -0.142 3.746
N -0.126 1.523 2.277
C -0.923 2.627 2.091
O -0.987 3.237 1.029
H -4.804 5.007 2.922
H -3.731 5.307 4.287
H -4.513 3.741 4.119
H -2.413 4.925 2.216
H -3.323 3.498 1.850
H -0.335 4.834 3.263
H 0.181 3.479 4.245
H -1.788 5.680 5.026
H -0.302 5.183 5.830
H -1.736 4.152 5.913
H -1.370 0.463 5.106

=====

10.
Below is a 2-piece molecular cluster, C6H13NSi overall at a distorted geometry, with properties calculated with ωB97M-V/def2-TZVPD.

Calculated values
energy above the lowest of the compared OMol25 structures with the same formula, charge and spin	81.0	kcal per mole
SMILES string	CC[Si](C)=C=N.C=C
LUMO energy (spin up / spin down)	0.32 / 0.31	eV

Atoms and positions in Å:
C -3.359 -1.078 -0.331
C 2.534 -1.235 -0.737
C -1.141 2.004 0.334
C -1.357 -0.952 1.845
C 3.334 -0.162 -0.585
C -0.891 0.814 -0.701
N -4.329 -1.715 -0.750
Si -1.625 -0.746 -0.062
H -4.491 -2.669 -1.036
H 1.783 -1.685 0.066
H 2.643 -1.947 -1.454
H -2.220 2.112 0.303
H -0.715 1.770 1.402
H -0.609 2.924 0.109
H -0.358 -1.199 1.918
H -1.428 0.040 2.385
H -2.147 -1.731 2.185
H 3.383 0.392 0.362
H 4.102 0.103 -1.305
H 0.164 0.682 -0.729
H -1.162 1.218 -1.677

=====

11.
Below is a 6-piece molecular cluster, H13O6 overall at a distorted geometry, with properties calculated with ωB97M-V/def2-TZVPD.

Calculated values
energy above the lowest of the compared OMol25 structures with the same formula, charge and spin	22.0	kcal per mole
2S+1	2
LUMO energy (spin up / spin down)	0.37 / 0.29	eV

Atoms and positions in Å:
O 0.077 0.622 0.612
H 0.937 0.947 0.887
H 0.037 -0.050 -0.073
H -0.348 0.321 1.418
O -3.214 -0.899 -0.723
H -3.374 0.015 -0.487
H -2.290 -0.925 -0.971
O 0.865 1.292 -2.424
H 1.382 2.065 -2.649
H 1.388 0.554 -2.736
O -1.035 -1.090 2.318
H -1.816 -1.603 2.525
H -0.315 -1.577 2.720
O -0.250 -1.337 -1.028
H -0.528 -1.271 -1.942
H 0.315 -2.109 -1.004
O 2.401 1.484 1.087
H 2.469 2.403 1.348
H 3.300 1.158 1.121

=====

12.
Below is a 2-piece molecular cluster, C5H11O2 overall at a distorted geometry, with properties calculated with ωB97M-V/def2-TZVPD.

Calculated values
total charge	-1
energy above the lowest of the compared OMol25 structures with the same formula, charge and spin	52.4	kcal per mole
LUMO energy	3.33	eV

Atoms and positions in Å:
C 1.946 0.142 1.791
C 1.404 -0.147 3.319
O 1.003 0.817 3.920
O 1.494 -1.294 3.859
H 3.164 0.182 2.061
H 1.743 1.131 1.384
H 1.627 -0.556 1.183
C -1.072 -0.218 -2.163
C -1.556 -1.223 -1.191
C -0.876 1.195 -1.624
H -0.082 -0.480 -2.703
H -1.626 -0.224 -3.008
H -2.110 -0.693 -0.406
H -1.624 1.423 -0.741
H 0.130 1.337 -1.215
H -0.723 -1.376 -0.475
H -2.030 -2.041 -1.567
H -0.810 2.026 -2.424

=====

13.
Below is a 2-piece molecular cluster, C11H13N3O overall at a distorted geometry, with properties calculated with ωB97M-V/def2-TZVPD.

Calculated values
energy above the lowest of the compared OMol25 structures with the same formula, charge and spin	98.1	kcal per mole
LUMO energy	-1.20	eV

Atoms and positions in Å:
C -1.741 -1.467 -2.808
C -2.434 -0.865 -1.767
C -0.362 -1.581 -2.739
C -1.760 -0.417 -0.650
C 0.324 -1.105 -1.641
C -0.367 -0.541 -0.559
C 0.466 2.992 0.734
C -0.429 4.071 1.038
C 1.816 -0.010 0.631
C -0.254 -0.656 1.945
C 0.341 -0.205 0.655
N -1.360 2.077 1.484
N -0.241 5.317 0.907
N -0.183 1.892 1.042
O -1.570 3.446 1.513
H -2.272 -1.846 -3.668
H -3.506 -0.759 -1.832
H 0.183 -2.049 -3.546
H -2.295 0.072 0.149
H 1.394 -1.231 -1.593
H 1.453 3.037 0.335
H 2.134 0.576 1.490
H 2.310 -0.982 0.700
H 2.146 0.489 -0.277
H -1.253 -0.245 2.071
H 0.357 -0.349 2.790
H -0.338 -1.744 1.948
H -1.030 5.894 1.175